{"formula": "C43H44F4N5OPRuS", "method": "ωB97M-V with the def2-TZVPD basis set", "homo_ev": [-8.028, -10.137], "de_lowest_ev": 0.137, "multiplicity": 6, "charge": 1, "e_tot_ev": -88367.2885, "homo_lumo_gap_ev": [5.28, 7.06], "symbols": ["Ru", "C", "N", "C", "C", "C", "N", "C", "C", "F", "C", "F", "C", "C", "F", "C", "F", "H", "H", "H", "H", "H", "H", "H", "H", "H", "H", "H", "C", "C", "C", "C", "C", "C", "C", "C", "C", "C", "C", "C", "C", "C", "C", "H", "H", "H", "H", "H", "H", "H", "H", "H", "H", "C", "N", "C", "N", "C", "N", "C", "P", "C", "C", "H", "H", "H", "H", "H", "H", "H", "H", "H", "H", "H", "H", "H", "O", "S", "C", "C", "C", "C", "C", "C", "C", "C", "C", "C", "C", "C", "H", "H", "H", "H", "H", "H", "H", "H", "H", "H"], "positions_angstrom": [[0.199037, 0.189023, 0.555036], [-2.607685, 2.061293, 0.902014], [-2.024621, 1.330476, -0.223577], [-2.011595, 2.213391, -1.400478], [-2.830474, 0.129536, -0.543017], [-2.581056, -1.026040, 0.404026], [-1.164514, -1.345613, 0.321241], [-0.762897, -2.659691, 0.532583], [0.304879, -3.179925, -0.201063], [0.894657, -2.438068, -1.158173], [0.771418, -4.466043, 0.003799], [1.804669, -4.882444, -0.741634], [0.187159, -5.327824, 0.914530], [-0.874578, -4.831854, 1.639390], [-1.481179, -5.587091, 2.568152], [-1.325376, -3.535521, 1.465108], [-2.298880, -3.099032, 2.310007], [-3.588567, 2.482633, 0.641138], [-1.943385, 2.879046, 1.191028], [-2.736429, 1.397147, 1.757340], [-3.006428, 2.255969, -1.859562], [-1.297047, 1.851562, -2.138753], [-1.729966, 3.227366, -1.103617], [-2.536598, -0.195517, -1.543042], [-3.896430, 0.399226, -0.574653], [-3.201374, -1.868810, 0.081942], [-2.908483, -0.781023, 1.421939], [0.543344, -6.337009, 1.049580], [2.249692, 0.009860, 0.384876], [3.464558, -0.096777, 0.283214], [4.863874, -0.214680, 0.166216], [5.411049, -1.459227, -0.356989], [4.593651, -2.319252, -1.109071], [5.076887, -3.523919, -1.585816], [6.385753, -3.909063, -1.320861], [7.203079, -3.075699, -0.567211], [6.726487, -1.866541, -0.091544], [5.683303, 0.897220, 0.646735], [6.920460, 1.211010, 0.073580], [7.675625, 2.269979, 0.551241], [7.223255, 3.032052, 1.621420], [5.989513, 2.740409, 2.191723], [5.224909, 1.696204, 1.700977], [3.573585, -2.026493, -1.313358], [4.427563, -4.166313, -2.165767], [6.764302, -4.849965, -1.695550], [8.217891, -3.374351, -0.339290], [7.369058, -1.244235, 0.517804], [7.278496, 0.632248, -0.767464], [8.624001, 2.501187, 0.084798], [7.824998, 3.844765, 2.005525], [5.625809, 3.330531, 3.024276], [4.253316, 1.479892, 2.132146], [-0.194594, -0.713231, 5.982544], [-0.212287, 0.798660, 5.671892], [1.238419, 1.313758, 5.769917], [2.093799, 0.584316, 4.913714], [2.045839, -0.841455, 5.237116], [0.697147, -1.394806, 5.122326], [0.220587, -1.430133, 3.729091], [0.162729, 0.244468, 2.972491], [-0.798995, 1.075646, 4.312003], [1.828733, 0.838665, 3.489301], [-1.221133, -1.062940, 5.869330], [0.120503, -0.786580, 7.024422], [-0.775128, 1.271026, 6.383815], [1.517895, 1.181256, 6.816830], [1.206738, 2.372608, 5.514617], [2.397468, -0.981494, 6.260677], [2.707414, -1.377485, 4.559259], [-0.771149, -1.883219, 3.687938], [0.886128, -2.058146, 3.132997], [-1.835640, 0.735081, 4.318458], [-0.784632, 2.156552, 4.157648], [1.904450, 1.903872, 3.263749], [2.569863, 0.336218, 2.865370], [1.253942, 2.719339, 1.228325], [0.764925, 3.569572, 0.077577], [2.186282, 4.086817, -0.839286], [2.033435, 4.357063, -2.189051], [3.149320, 4.741973, -2.920298], [4.390007, 4.810179, -2.304336], [4.529239, 4.501438, -0.955661], [3.420409, 4.142508, -0.207979], [0.265204, 5.128751, 0.779552], [0.496474, 5.389529, 2.118554], [0.098014, 6.616443, 2.636750], [-0.524703, 7.551195, 1.823204], [-0.760972, 7.267064, 0.483392], [-0.371536, 6.046569, -0.042414], [1.067949, 4.254659, -2.667538], [3.053800, 4.962326, -3.974272], [5.260623, 5.083511, -2.883342], [5.504177, 4.521074, -0.489570], [3.510887, 3.868957, 0.834747], [1.001479, 4.649610, 2.725689], [0.286718, 6.850802, 3.675463], [-0.825813, 8.507157, 2.228636], [-1.245903, 7.995688, -0.150738], [-0.542666, 5.826223, -1.089160]], "forces_ev_per_angstrom": [[-0.350, 0.015, -0.725], [-0.077, 0.016, 0.035], [0.147, -0.120, 0.199], [0.011, 0.072, 0.038], [0.008, 0.203, -0.121], [0.054, -0.010, -0.089], [0.045, -0.358, 0.364], [-0.231, 0.482, -0.111], [0.452, -0.169, -0.331], [-0.249, -0.146, 0.309], [0.122, 0.010, -0.191], [-0.131, -0.022, 0.103], [0.022, 0.110, -0.045], [-0.122, 0.106, 0.090], [0.112, 0.017, -0.096], [-0.163, -0.124, 0.323], [0.102, 0.089, -0.251], [-0.001, -0.008, 0.019], [-0.029, -0.027, 0.007], [0.023, 0.004, -0.022], [-0.017, 0.036, 0.009], [-0.018, -0.037, -0.017], [-0.023, -0.226, -0.075], [-0.012, 0.015, 0.024], [0.028, -0.018, 0.030], [0.037, -0.007, -0.004], [0.022, 0.025, 0.036], [0.029, -0.026, -0.001], [-0.039, -0.044, 0.129], [0.207, 0.018, -0.032], [-0.071, -0.131, 0.019], [-0.081, 0.191, -0.016], [0.023, -0.078, 0.004], [-0.006, 0.043, 0.020], [-0.001, 0.044, 0.005], [-0.001, 0.013, 0.004], [0.103, -0.047, 0.041], [-0.092, -0.175, -0.034], [0.094, 0.077, -0.038], [-0.024, -0.023, 0.009], [-0.006, 0.002, -0.017], [-0.014, 0.006, -0.040], [-0.056, 0.111, 0.080], [-0.060, 0.019, -0.011], [-0.008, -0.009, -0.008], [0.010, -0.028, 0.000], [0.013, -0.006, -0.005], [-0.021, -0.056, -0.001], [-0.007, 0.032, -0.007], [0.025, 0.003, 0.000], [0.006, 0.019, -0.001], [-0.001, 0.005, 0.006], [0.095, 0.026, -0.040], [-0.053, 0.143, -0.003], [-0.136, 0.094, 0.098], [-0.091, -0.036, 0.073], [-0.004, -0.004, -0.014], [0.083, 0.011, -0.044], [-0.052, -0.029, -0.018], [0.042, -0.026, 0.160], [0.285, 0.026, -0.573], [-0.016, 0.069, 0.345], [-0.013, 0.033, 0.229], [0.044, -0.040, 0.008], [0.007, -0.051, -0.017], [0.074, -0.058, -0.049], [0.026, 0.022, -0.026], [0.046, -0.008, -0.013], [-0.005, -0.017, 0.011], [0.002, -0.001, 0.016], [-0.011, -0.054, 0.032], [0.011, 0.028, 0.001], [0.006, -0.005, -0.001], [-0.022, -0.014, -0.027], [0.009, -0.013, 0.027], [-0.066, -0.061, 0.042], [-0.396, 0.369, -0.084], [0.031, -0.483, 0.232], [0.233, -0.007, 0.071], [0.114, 0.059, -0.006], [-0.030, -0.022, -0.004], [-0.015, -0.028, 0.043], [-0.021, -0.023, -0.004], [-0.016, -0.003, -0.104], [0.050, 0.069, 0.042], [-0.017, 0.133, -0.024], [0.025, -0.042, 0.009], [-0.011, -0.006, -0.051], [0.004, -0.018, 0.051], [0.001, 0.087, -0.004], [-0.042, 0.006, -0.013], [-0.007, -0.001, -0.023], [0.033, 0.023, -0.022], [0.053, 0.003, 0.037], [-0.007, 0.003, -0.005], [0.002, -0.023, -0.006], [0.001, -0.008, 0.036], [-0.004, 0.010, 0.026], [-0.017, 0.024, -0.008], [-0.006, -0.035, -0.019]], "lowdin_spin": [3.108, 0.004, 0.046, 0.007, 0.005, 0.029, 0.243, 0.025, 0.028, 0.015, -0.001, -0.003, 0.026, -0.001, -0.002, 0.022, 0.005, 0.000, 0.000, 0.002, 0.002, 0.002, 0.000, 0.000, 0.001, 0.004, 0.005, 0.002, 0.262, 0.147, 0.348, 0.020, 0.069, -0.007, 0.079, -0.007, 0.068, 0.025, 0.055, -0.005, 0.061, -0.005, 0.055, 0.004, -0.002, 0.005, -0.002, 0.003, 0.001, -0.002, 0.004, -0.002, 0.002, 0.000, 0.012, 0.001, 0.005, 0.000, 0.004, 0.004, 0.091, 0.029, 0.012, 0.000, 0.000, 0.001, 0.000, 0.000, 0.000, 0.000, 0.000, 0.000, 0.001, 0.001, 0.001, 0.003, 0.062, 0.014, 0.001, 0.000, 0.000, 0.000, 0.000, 0.001, 0.001, 0.001, 0.000, 0.000, 0.000, 0.000, 0.000, 0.000, 0.000, 0.000, 0.001, 0.000, 0.000, 0.000, 0.000, 0.000]}